{
  "formula": "C40H51N8O3P2ReTe",
  "method": "the ωB97M-V functional and the def2-TZVPD basis",
  "symbols": ["Re", "C", "P", "C", "C", "C", "P", "C", "C", "H", "H", "H", "H", "H", "H", "H", "H", "H", "H", "H", "H", "H", "H", "H", "H", "C", "C", "C", "C", "C", "C", "Te", "N", "C", "O", "C", "C", "C", "C", "C", "C", "C", "C", "C", "C", "C", "C", "C", "C", "C", "C", "H", "H", "H", "H", "H", "H", "H", "H", "H", "H", "H", "H", "H", "H", "H", "H", "H", "H", "H", "H", "H", "H", "H", "N", "C", "N", "C", "N", "C", "N", "C", "C", "O", "N", "C", "N", "H", "H", "H", "H", "H", "H", "H", "O", "N", "C", "C", "C", "C", "C", "H", "H", "H", "H", "H"],
  "xyz": [[1.452198, -0.193754, -1.212914], [5.004400, 0.538694, -0.132968], [3.704773, -0.641951, -0.618939], [3.980097, -2.051970, 0.517006], [4.583764, -1.189304, -2.149657], [3.689280, -2.079521, -2.976014], [2.085498, -1.222218, -3.244104], [2.399202, -0.158718, -4.700735], [1.207407, -2.625374, -4.002897], [5.937226, -0.025620, -0.084643], [4.808482, 0.999228, 0.829924], [5.096935, 1.293603, -0.909601], [4.915084, -2.562754, 0.283620], [3.152585, -2.754955, 0.425401], [4.027290, -1.692856, 1.546693], [5.538295, -1.658681, -1.898413], [4.815519, -0.275169, -2.706252], [3.447924, -2.992569, -2.422044], [4.143444, -2.381680, -3.922698], [2.969416, -0.679704, -5.471611], [2.938612, 0.735630, -4.387846], [1.444872, 0.150946, -5.131880], [1.815832, -3.011820, -4.822527], [0.228681, -2.336625, -4.380036], [1.070342, -3.415034, -3.268502], [-6.150630, -2.441816, -1.274936], [-4.842872, -2.108478, -0.623330], [-4.319857, -0.825843, -0.675961], [-3.091589, -0.503664, -0.108438], [-2.583559, 0.899113, -0.275917], [-2.389860, -1.513743, 0.546461], [-0.576883, -1.211429, 1.597258], [0.814072, 0.094299, 0.924620], [1.713957, 0.378849, 1.918783], [2.774380, 0.948693, 1.670603], [1.466526, 0.029794, 3.370233], [1.665752, -1.264606, 3.837946], [1.432194, -1.570940, 5.173084], [1.002766, -0.583293, 6.045591], [0.856895, 0.723634, 5.593338], [1.102513, 1.029447, 4.266577], [-1.631625, 0.153335, 2.855053], [-1.503651, 1.522579, 2.668755], [-2.197141, 2.413888, 3.468663], [-3.015802, 1.926985, 4.478516], [-3.140753, 0.561654, 4.663431], [-2.461677, -0.351095, 3.855563], [-2.671071, -1.821753, 4.087307], [-2.855129, -2.834749, 0.575098], [-2.067681, -3.988658, 1.144144], [-4.088953, -3.097349, -0.005512], [-6.710376, -1.541787, -1.524785], [-6.766649, -3.064292, -0.625949], [-5.968330, -2.994377, -2.198608], [-4.868632, -0.052515, -1.202983], [-2.880156, 1.279650, -1.253993], [-1.494833, 0.960138, -0.218360], [-3.003239, 1.563915, 0.480815], [2.039570, -2.031239, 3.167775], [1.596576, -2.578878, 5.530303], [0.805219, -0.823905, 7.081440], [0.550651, 1.503331, 6.277948], [1.018079, 2.052028, 3.921080], [-0.850133, 1.889690, 1.889207], [-2.104861, 3.481038, 3.307700], [-3.553261, 2.610054, 5.122568], [-3.777181, 0.183818, 5.454494], [-2.879171, -2.019558, 5.138019], [-1.795840, -2.416325, 3.818638], [-3.517236, -2.188062, 3.500440], [-1.056232, -4.033888, 0.734371], [-2.559128, -4.926349, 0.893094], [-1.984374, -3.942037, 2.231844], [-4.453652, -4.118150, -0.006918], [-3.342946, -3.462836, -3.131238], [-2.319645, -3.371197, -2.608114], [-1.143932, -3.409483, -2.000343], [-0.491628, -2.507754, -1.452544], [0.274923, -1.888629, -0.765242], [-1.461857, 3.835575, -4.560252], [-1.216362, 2.590281, -3.866409], [-1.912867, 1.348044, -4.099377], [-1.095318, 0.399576, -3.243025], [-1.274162, -0.791668, -3.213519], [-0.135986, 1.101034, -2.527469], [-0.223778, 2.363496, -2.992762], [0.602747, 3.341543, -2.626893], [-2.208366, 3.658007, -5.329602], [-0.557885, 4.200620, -5.053400], [-1.841307, 4.605618, -3.885814], [-1.897595, 1.040784, -5.145984], [-2.949540, 1.371489, -3.755047], [1.489259, 2.992111, -2.245882], [0.593786, 4.199722, -3.151182], [2.403171, 1.918323, -1.273663], [2.357379, 2.747428, -0.218569], [3.467371, 3.403725, 0.138643], [3.438015, 4.292818, 1.190310], [2.247368, 4.521116, 1.859338], [1.108905, 3.846250, 1.449978], [1.187645, 2.957343, 0.401040], [4.340602, 3.182037, -0.448757], [4.349793, 4.801662, 1.465607], [2.206044, 5.222116, 2.681066], [0.154877, 3.995052, 1.935876], [0.366996, 2.370812, 0.019795]],
  "forces_ev_per_angstrom": [[0.3, 1.2, 0.4], [-0.1, 0.0, 0.3], [-0.2, -0.8, -0.7], [0.0, 0.1, 0.1], [0.1, 0.0, 0.0], [0.0, 0.0, -0.1], [0.4, 0.2, 0.4], [0.0, 0.0, -0.1], [-0.2, 0.1, -0.1], [0.0, 0.0, 0.0], [0.0, 0.0, 0.0], [0.0, 0.0, -0.1], [0.0, 0.0, 0.0], [0.0, 0.0, 0.0], [0.0, 0.0, 0.0], [0.0, 0.0, 0.0], [0.0, 0.0, 0.0], [0.0, 0.0, 0.0], [0.0, 0.0, 0.0], [0.0, 0.0, 0.0], [0.0, 0.0, 0.0], [0.0, 0.0, 0.0], [0.0, 0.0, 0.0], [0.0, 0.0, 0.0], [0.0, -0.1, 0.0], [0.0, 0.0, -0.1], [0.0, 0.1, 0.0], [0.0, 0.0, 0.0], [-0.1, -0.1, -0.1], [0.1, 0.1, 0.1], [0.2, 0.3, -0.3], [-0.6, -0.3, 0.4], [0.2, 0.1, 0.1], [0.0, -0.1, 0.0], [0.0, 0.1, 0.1], [0.0, 0.0, -0.1], [0.1, 0.0, 0.0], [0.0, 0.0, 0.0], [0.0, 0.0, 0.0], [0.0, 0.0, 0.0], [0.1, 0.0, 0.0], [0.1, 0.0, 0.1], [0.0, 0.0, 0.0], [0.0, 0.0, 0.0], [0.0, 0.0, 0.0], [0.0, 0.0, 0.0], [0.0, 0.0, 0.0], [0.0, 0.0, 0.0], [-0.1, -0.1, 0.0], [0.0, 0.0, 0.1], [0.0, 0.0, 0.1], [0.0, 0.0, 0.0], [0.0, 0.0, 0.0], [0.0, 0.0, 0.0], [0.0, 0.0, 0.0], [0.0, 0.0, 0.0], [0.0, -0.1, 0.0], [0.0, 0.0, 0.0], [-0.1, 0.0, 0.0], [0.0, 0.0, 0.0], [0.0, 0.0, 0.0], [0.0, 0.0, 0.0], [-0.1, 0.0, 0.0], [0.0, 0.0, 0.0], [0.0, 0.0, 0.0], [0.0, 0.0, 0.0], [0.0, 0.0, 0.0], [0.0, 0.0, 0.0], [0.0, 0.0, 0.0], [0.0, 0.0, 0.0], [0.0, 0.0, 0.0], [0.0, 0.0, 0.0], [0.0, 0.0, 0.0], [0.0, 0.0, 0.0], [-0.1, 0.0, -0.1], [0.1, 0.1, 0.1], [-0.2, -0.2, -0.2], [0.5, -0.4, 0.7], [-0.2, 0.0, -1.0], [0.0, 0.0, 0.0], [0.0, 0.0, 0.0], [0.0, 0.1, 0.0], [-0.1, -0.2, 0.2], [0.0, -0.1, 0.1], [-0.2, -0.2, -0.3], [0.0, -0.1, 0.1], [0.2, 0.0, 0.0], [0.0, 0.0, 0.0], [0.0, 0.0, 0.0], [0.0, 0.0, 0.0], [0.0, 0.0, 0.0], [0.0, 0.0, 0.0], [0.0, 0.0, 0.0], [0.0, 0.0, 0.0], [0.3, -0.1, 0.0], [-0.4, 0.0, -0.2], [0.0, 0.1, 0.0], [0.0, 0.0, -0.1], [0.0, 0.0, 0.0], [0.0, 0.0, 0.0], [0.0, 0.1, 0.0], [0.0, 0.0, 0.0], [0.0, 0.0, 0.0], [0.0, 0.0, 0.0], [0.0, 0.0, 0.0], [0.0, 0.0, 0.0]],
  "de_lowest_kj_mol": 90.3,
  "lumo_energy_ev": [-2.51, -2.52],
  "charge": 1,
  "homo_lumo_gap_ev": [6.731, 6.353],
  "multiplicity": 2,
  "total_energy_ev": -88366.280
}



{
  "formula": "C40H52BaF5N4O3Si2Te",
  "method": "the ωB97M-V functional and the def2-TZVPD basis",
  "symbols": ["Ba", "O", "C", "C", "C", "C", "N", "C", "C", "C", "C", "C", "C", "O", "C", "C", "N", "H", "H", "H", "H", "H", "H", "H", "H", "H", "H", "H", "H", "C", "C", "C", "C", "C", "C", "C", "N", "C", "C", "C", "C", "C", "C", "C", "N", "C", "C", "C", "C", "H", "H", "H", "H", "H", "H", "H", "H", "H", "H", "H", "H", "H", "H", "H", "H", "H", "H", "H", "H", "H", "H", "H", "H", "C", "Si", "C", "C", "C", "C", "C", "C", "C", "Si", "C", "C", "H", "H", "H", "H", "H", "H", "H", "H", "H", "H", "H", "H", "H", "H", "H", "H", "F", "Te", "F", "F", "F", "F", "O"],
  "xyz": [[-1.848905, 0.337707, -0.549195], [2.553222, 4.402356, -6.042063], [3.038231, 3.221391, -5.415472], [2.040523, 2.742778, -4.398453], [2.436306, 1.874906, -3.394055], [1.483657, 1.413482, -2.501222], [0.201116, 1.767232, -2.564687], [-0.181687, 2.605384, -3.525559], [0.708281, 3.117446, -4.460892], [-1.643565, 2.966402, -3.544871], [-2.137390, 4.019641, -4.296796], [-3.499866, 4.287660, -4.267731], [-4.077161, 5.441633, -5.035884], [-3.289715, 5.680254, -6.199313], [-4.316185, 3.491342, -3.484723], [-3.735926, 2.476255, -2.741478], [-2.429896, 2.224061, -2.770842], [3.183975, 4.671149, -6.716490], [3.995436, 3.400813, -4.920056], [3.189964, 2.428619, -6.154446], [3.469691, 1.557250, -3.304767], [1.742987, 0.728551, -1.700582], [0.383815, 3.792812, -5.238695], [-1.486726, 4.637940, -4.898425], [-4.078761, 6.325723, -4.390886], [-5.113419, 5.216910, -5.296105], [-3.700100, 6.389419, -6.702551], [-5.385805, 3.657930, -3.438243], [-4.330793, 1.835436, -2.093054], [1.122762, -6.461481, -2.815939], [1.873701, -5.723748, -1.707938], [3.375590, -5.760931, -2.019391], [1.606819, -6.447257, -0.379966], [1.431806, -4.267647, -1.594059], [0.577981, -3.659775, -2.499834], [0.223020, -2.330952, -2.313347], [0.664877, -1.593217, -1.300684], [1.486028, -2.168403, -0.423036], [1.893893, -3.484133, -0.538997], [1.897458, -1.308710, 0.733937], [3.027702, -1.576933, 1.490721], [3.349451, -0.777930, 2.585030], [2.479952, 0.263515, 2.878075], [1.372341, 0.471421, 2.064374], [1.090894, -0.280817, 1.005025], [4.599720, -1.084183, 3.409299], [4.415940, -2.442381, 4.100571], [4.855839, -0.022168, 4.478515], [5.824881, -1.143495, 2.486345], [1.438415, -7.507054, -2.832598], [1.332245, -6.034345, -3.798989], [0.043705, -6.434722, -2.650859], [3.720089, -6.796330, -2.098794], [3.953342, -5.267042, -1.235145], [3.586440, -5.254646, -2.964384], [1.831784, -7.511995, -0.484960], [0.560780, -6.340556, -0.085604], [2.225191, -6.054359, 0.428566], [0.143319, -4.202601, -3.326665], [-0.479217, -1.856601, -2.987872], [2.532683, -3.916239, 0.221032], [3.667170, -2.407500, 1.217399], [2.644426, 0.925607, 3.717127], [0.680510, 1.285970, 2.265431], [3.540540, -2.427632, 4.753614], [5.295220, -2.680243, 4.706567], [4.276638, -3.243141, 3.371238], [4.047957, 0.016381, 5.212030], [4.968525, 0.971096, 4.038085], [5.778793, -0.261741, 5.012027], [5.744140, -1.948550, 1.754257], [6.728734, -1.316674, 3.077168], [5.945351, -0.203380, 1.942701], [-4.508834, -1.336080, 2.791464], [-2.801657, -0.668086, 2.965148], [-1.757007, -1.797926, 3.991665], [-2.877361, 1.010587, 3.774849], [-3.336446, 0.883073, 5.102163], [-3.477622, 1.975299, 5.940871], [-3.154263, 3.237562, 5.454111], [-2.705901, 3.373601, 4.148996], [-2.553791, 2.289110, 3.264953], [-1.885792, 2.692887, 1.454449], [-0.420701, 3.874650, 2.010245], [-3.198384, 4.024788, 0.959904], [-5.002095, -1.219465, 3.761943], [-4.516690, -2.394045, 2.521028], [-5.067750, -0.771134, 2.041880], [-2.110250, -1.857350, 5.025406], [-0.727121, -1.426517, 4.002475], [-1.756881, -2.802656, 3.557122], [-3.589131, -0.100071, 5.497855], [-3.831470, 1.845144, 6.957643], [-3.252634, 4.110638, 6.091972], [-2.454958, 4.369722, 3.791961], [-0.731632, 4.927676, 2.092854], [0.405317, 3.837934, 1.288022], [-0.014669, 3.579578, 2.987327], [-3.324046, 4.823789, 1.705452], [-4.175012, 3.549358, 0.801599], [-2.905469, 4.495485, 0.010604], [-5.206160, -1.988477, -1.381383], [-3.539316, -2.171438, -0.449053], [-1.962202, -3.073027, 0.379333], [-1.907075, -0.618333, 1.574321], [-3.688353, -3.897314, -1.191824], [-3.976041, 0.258219, -0.010301], [-2.537315, -1.484185, -1.757546]],
  "forces_ev_per_angstrom": [[4.9, 3.6, -2.4], [0.1, 0.0, 0.0], [-0.1, 0.1, 0.0], [0.0, 0.1, -0.1], [0.1, -0.1, 0.1], [-0.2, 0.1, 0.0], [0.1, -0.1, 0.1], [-0.3, 0.1, 0.1], [0.1, 0.1, -0.1], [0.3, -0.1, 0.2], [0.0, 0.2, -0.1], [0.1, 0.0, -0.1], [0.1, 0.0, -0.1], [-0.1, 0.0, 0.0], [-0.1, 0.0, 0.1], [0.1, -0.1, 0.1], [-0.3, -0.1, 0.1], [0.0, 0.0, 0.0], [0.1, 0.0, 0.0], [0.0, 0.0, -0.1], [0.0, 0.0, 0.0], [0.0, 0.0, 0.0], [0.0, 0.0, 0.0], [0.0, 0.0, 0.0], [0.0, 0.1, 0.0], [-0.1, 0.0, -0.1], [0.0, 0.0, 0.0], [0.0, 0.0, 0.0], [0.0, 0.0, 0.0], [0.0, 0.0, 0.0], [0.0, 0.0, 0.0], [0.0, 0.0, 0.0], [0.0, 0.0, 0.0], [0.1, 0.0, 0.0], [0.0, 0.0, 0.0], [0.1, 0.0, 0.2], [-0.2, 0.0, -0.3], [0.0, 0.3, 0.1], [0.1, -0.1, 0.1], [-0.2, 0.0, -0.1], [0.1, -0.1, 0.0], [0.0, -0.1, 0.0], [0.0, 0.0, 0.0], [0.0, 0.0, -0.2], [-0.1, 0.2, 0.2], [0.0, 0.0, 0.0], [0.0, 0.0, 0.0], [0.0, 0.0, 0.0], [0.0, 0.0, 0.0], [0.0, 0.0, 0.0], [0.0, 0.0, 0.0], [0.0, 0.0, 0.0], [0.0, 0.0, 0.0], [0.0, 0.0, 0.0], [0.0, 0.0, 0.0], [0.0, 0.0, 0.0], [0.0, 0.0, 0.0], [0.0, 0.0, 0.0], [0.0, 0.0, 0.0], [0.0, 0.0, 0.0], [0.0, 0.0, 0.0], [0.0, 0.0, 0.0], [0.0, 0.0, 0.0], [0.0, 0.0, 0.0], [0.0, 0.0, 0.0], [0.0, 0.0, 0.0], [0.0, 0.0, 0.0], [0.0, 0.0, 0.0], [0.0, 0.0, 0.0], [0.0, 0.0, 0.0], [0.0, 0.0, 0.0], [0.0, 0.0, 0.0], [0.0, 0.0, 0.0], [-0.2, -0.2, -0.3], [0.6, 0.5, 0.1], [0.2, -0.3, 0.2], [0.0, 0.2, 0.1], [0.0, 0.1, 0.0], [0.0, 0.0, -0.1], [0.0, -0.1, -0.1], [0.0, -0.1, 0.0], [-0.1, 0.0, 0.2], [0.2, 1.0, 1.1], [0.0, 0.1, 0.0], [-0.1, 0.0, 0.0], [0.0, 0.0, 0.0], [0.0, 0.1, 0.0], [0.0, 0.0, 0.0], [0.0, 0.0, -0.1], [-0.1, 0.0, 0.0], [0.0, 0.1, 0.0], [0.0, 0.1, 0.0], [0.0, 0.0, 0.0], [0.0, 0.0, 0.0], [0.0, -0.1, 0.0], [0.0, -0.1, 0.0], [-0.1, 0.0, 0.1], [0.0, 0.0, -0.1], [0.0, -0.1, -0.1], [0.1, 0.1, 0.0], [0.0, 0.0, 0.1], [-0.9, 0.3, -0.6], [-1.7, -2.1, 0.6], [0.8, -0.2, 0.3], [-0.5, -0.8, 2.3], [-0.1, -0.8, -0.2], [-2.3, 0.0, 0.5], [-0.4, -1.5, -1.7]],
  "de_lowest_kj_mol": 347.0,
  "lumo_energy_ev": 1.88,
  "charge": -1,
  "homo_lumo_gap_ev": 4.884,
  "total_energy_ev": -91764.325
}



Q: Which value of charge does entry 1 give?
A: +1